1.
{"formula": "C20H65BrIN2O12", "method": "ωB97M-V with the def2-TZVPD basis set", "charge": 1, "lumo_ev": -3.4, "gap_ev": 7.95, "largest_force_ev_per_a": 1.41, "species": ["C", "C", "C", "I", "N", "C", "C", "N", "C", "C", "C", "Br", "H", "H", "H", "H", "H", "H", "H", "H", "H", "H", "H", "H", "H", "H", "H", "H", "H", "C", "O", "H", "H", "H", "H", "C", "O", "H", "H", "H", "H", "C", "O", "H", "H", "H", "H", "C", "O", "H", "H", "H", "H", "C", "O", "H", "H", "H", "H", "C", "O", "H", "H", "H", "H", "C", "O", "H", "H", "H", "H", "C", "O", "H", "H", "H", "H", "C", "O", "H", "H", "H", "H", "C", "O", "H", "H", "H", "H", "C", "O", "H", "H", "H", "H", "C", "O", "H", "H", "H", "H"], "xyz": [[-0.35027, -0.31216, 1.76579], [-1.56290, 0.27578, 1.04841], [-1.27472, 1.47598, 0.15274], [-2.55302, 1.28319, -1.60699], [-1.49304, 2.84721, 0.74419], [-2.93753, 3.11739, 1.10687], [-3.12085, 4.04925, 2.30253], [-2.24114, 3.80265, 3.44162], [-1.14133, 2.87126, 3.22651], [-0.12076, 3.03456, 4.32952], [-0.57209, 3.24943, 1.87275], [1.25348, 2.71239, 1.53644], [-0.19090, 0.17937, 2.71747], [-0.53018, -1.36259, 1.94333], [0.55366, -0.20704, 1.18316], [-1.92049, -0.49709, 0.38592], [-2.38255, 0.44880, 1.73385], [-0.29460, 1.39396, -0.27748], [-1.28796, 3.49800, -0.01678], [-3.38780, 3.60103, 0.25472], [-3.47093, 2.18926, 1.25594], [-4.14691, 3.93539, 2.62645], [-3.02308, 5.07788, 1.96182], [-2.75911, 3.58336, 4.27977], [-1.50419, 1.84198, 3.24682], [-0.63133, 3.20181, 5.26928], [0.44371, 2.12044, 4.45067], [0.52466, 3.88755, 4.16307], [-0.54135, 4.32881, 1.85289], [0.75771, 0.33121, 7.35625], [-0.42804, 0.34681, 6.54903], [1.09884, 1.35821, 7.46398], [0.53813, -0.07481, 8.34585], [1.54251, -0.25952, 6.89072], [-0.72697, -0.56412, 6.46105], [-3.92985, 6.33930, -1.62519], [-4.02067, 5.29094, -2.58468], [-4.22271, 7.26070, -2.11845], [-4.60563, 6.16472, -0.78169], [-2.90365, 6.45266, -1.25696], [-3.76177, 4.47011, -2.15505], [-1.10205, -1.44240, -4.07267], [-0.06818, -1.94597, -3.22042], [-0.91904, -1.78896, -5.08298], [-2.07468, -1.81649, -3.74777], [-1.09996, -0.34763, -4.06312], [-0.25648, -1.63913, -2.32552], [-0.56354, -3.85523, -0.75631], [0.13685, -2.63391, -0.49386], [-1.39553, -3.91324, -0.05884], [-0.94937, -3.86981, -1.77729], [0.08879, -4.71568, -0.60162], [0.87584, -2.59070, -1.11309], [3.97239, 2.91428, -1.69483], [3.82625, 1.93787, -0.66483], [4.97163, 2.80667, -2.10525], [3.24477, 2.75425, -2.49472], [3.86249, 3.92629, -1.29619], [2.94292, 2.02746, -0.29465], [4.70759, -0.51636, 6.51262], [3.73778, -1.05478, 7.40569], [4.37032, -0.70617, 5.49631], [4.81319, 0.56175, 6.65819], [5.67960, -0.99411, 6.65672], [4.04970, -0.88690, 8.30411], [-4.24337, -2.44839, -6.75814], [-3.18505, -3.04521, -6.02025], [-4.87149, -1.90316, -6.05655], [-3.85611, -1.75039, -7.50481], [-4.85200, -3.20668, -7.25770], [-2.63513, -3.52557, -6.65223], [-0.45364, 4.66101, -3.78280], [-1.26283, 3.64641, -4.35942], [-0.04997, 5.26111, -4.59268], [-1.04636, 5.31163, -3.12944], [0.38091, 4.22972, -3.21781], [-1.61867, 3.11438, -3.64040], [-2.12884, -5.11117, -9.15011], [-1.62604, -3.94026, -8.49199], [-3.21211, -5.10000, -9.07179], [-1.85403, -5.11185, -10.20324], [-1.74667, -6.01469, -8.66973], [-0.66637, -3.95017, -8.56747], [-4.27612, -5.62395, -12.79136], [-3.22194, -6.24366, -12.05820], [-4.88722, -5.07142, -12.08268], [-3.88111, -4.92800, -13.53520], [-4.89955, -6.37039, -13.28869], [-2.67963, -6.73480, -12.68440], [4.66300, -3.30783, 9.56895], [5.54621, -2.21057, 9.81827], [4.22923, -3.16025, 8.58457], [5.20354, -4.25675, 9.58322], [3.86204, -3.33389, 10.31160], [5.93173, -2.33556, 10.69189], [8.80924, -1.89855, 6.43660], [8.61186, -2.85799, 7.46820], [9.85628, -1.92658, 6.14830], [8.19504, -2.13669, 5.56308], [8.56462, -0.89400, 6.79400], [7.68318, -2.82821, 7.72390]], "mulliken_charge": [-1.3939, -0.3017, -1.1189, 0.0164, 0.3670, -0.3522, -1.0604, -0.3867, 1.0124, -1.8301, -0.7465, 0.0531, 0.2993, 0.4121, 0.2976, 0.7422, 0.2344, 0.6509, 0.4748, 0.2244, 0.4215, 0.4490, 0.3393, 0.3389, 0.0572, 0.5126, 0.4680, 0.3041, 0.6332, -0.5450, -0.4902, 0.2492, 0.3132, 0.2232, 0.2700, -0.5587, -0.4705, 0.2933, 0.2594, 0.2231, 0.2382, -0.3268, -0.5156, 0.2070, 0.2647, 0.1099, 0.2415, -0.5554, -0.4319, 0.2410, 0.2324, 0.2858, 0.2877, -0.4889, -0.4966, 0.2387, 0.2417, 0.2254, 0.1357, -0.3834, -0.4619, 0.2488, 0.2939, 0.0457, 0.2611, -0.6014, -0.4599, 0.2512, 0.2769, 0.2537, 0.2721, -0.2835, -0.4528, 0.2779, 0.1127, 0.1282, 0.1872, -0.4679, -0.5238, 0.1741, 0.2478, 0.3037, 0.2669, -0.5143, -0.4798, 0.2016, 0.2669, 0.2550, 0.2797, -0.6210, -0.5169, 0.2515, 0.3038, 0.3146, 0.2820, -0.5196, -0.5052, 0.2571, 0.2291, 0.2278, 0.3009]}

2.
{"formula": "C20H65ClN5O14", "method": "ωB97M-V with the def2-TZVPD basis set", "charge": -1, "e_above_lowest_kj_mol": 5492.04, "lumo_ev": 2.6, "gap_ev": 5.55, "largest_force_ev_per_a": 18.10, "species": ["Cl", "O", "O", "O", "O", "O", "H", "H", "O", "H", "H", "O", "H", "H", "O", "H", "H", "O", "H", "H", "C", "C", "C", "O", "C", "N", "H", "H", "H", "H", "H", "H", "H", "H", "H", "H", "H", "C", "C", "C", "O", "C", "N", "H", "H", "H", "H", "H", "H", "H", "H", "H", "H", "H", "C", "C", "C", "O", "C", "N", "H", "H", "H", "H", "H", "H", "H", "H", "H", "H", "H", "C", "C", "C", "O", "C", "N", "H", "H", "H", "H", "H", "H", "H", "H", "H", "H", "H", "C", "C", "C", "O", "C", "N", "H", "H", "H", "H", "H", "H", "H", "H", "H", "H", "H"], "xyz": [[-0.69506, 0.24514, 0.14835], [-0.17906, -0.75285, 1.04441], [-2.03435, -0.15784, -0.03506], [-0.70893, 1.56878, 0.74265], [0.03038, 0.32498, -1.08805], [-0.88363, 0.60828, -3.17478], [-0.75427, 1.52839, -2.94474], [-1.03140, 0.16989, -2.33680], [-2.99074, 1.84979, 0.98211], [-2.23002, 1.26881, 0.98240], [-2.63176, 2.71510, 0.78561], [-0.61379, -1.03089, 2.84917], [-0.71487, -1.06733, 1.89802], [0.31596, -0.84819, 2.98488], [0.28210, -1.24900, -2.50036], [-0.49723, -0.91793, -2.94675], [0.45353, -0.60848, -1.81001], [-1.75113, -0.71052, -2.17051], [-2.04694, -1.60886, -2.02315], [-1.75572, -0.31064, -1.30085], [-3.70655, -1.47531, 1.16533], [-4.68059, -1.11584, 0.11073], [-3.98064, -0.09498, -0.91338], [-4.83928, 0.22332, -2.02439], [-5.74352, 1.27052, -1.76906], [-5.04648, -2.41183, -0.49335], [-2.73736, -1.72606, 0.73417], [-4.10445, -2.36075, 1.66108], [-3.67054, -0.68810, 1.91841], [-5.52978, -0.67632, 0.63399], [-3.14294, -0.62444, -1.36727], [-3.56125, 0.77389, -0.40615], [-6.23770, 1.02716, -0.82850], [-6.49362, 1.26861, -2.55988], [-5.18489, 2.20617, -1.74460], [-5.90628, -2.16995, -0.96492], [-5.27753, -3.10845, 0.20050], [3.44828, 3.41740, 0.50025], [3.78703, 1.89423, 0.68877], [2.75184, 1.01520, -0.01639], [2.88903, -0.25335, 0.50656], [2.09464, -1.17788, -0.24273], [5.14075, 1.69230, 0.33192], [2.40867, 3.58746, 0.78024], [3.40034, 3.61925, -0.56982], [4.20695, 3.94557, 1.07779], [3.73046, 1.67509, 1.75501], [3.01000, 1.17218, -1.06367], [1.68240, 1.22309, 0.01819], [2.22124, -2.19055, 0.14009], [2.29714, -1.11485, -1.31192], [1.06955, -0.88830, -0.01159], [5.32455, 2.09237, -0.57706], [5.19247, 0.71299, 0.09033], [0.20317, 3.66934, -0.39887], [-0.66028, 3.32796, -1.59706], [0.28089, 3.03549, -2.79670], [-0.40140, 2.95184, -4.07045], [0.54623, 2.65708, -5.11263], [-1.40316, 2.09068, -1.27267], [0.81342, 2.86073, 0.00344], [-0.52375, 3.93635, 0.36820], [0.94438, 4.46181, -0.50224], [-1.28925, 4.17233, -1.87904], [0.70880, 2.06990, -2.52722], [1.03802, 3.81957, -2.80594], [-0.18384, 2.49169, -5.90495], [1.09959, 1.72408, -5.00588], [1.13771, 3.52365, -5.40814], [-0.76364, 1.45410, -0.81893], [-2.09802, 2.26405, -0.56050], [0.75952, -2.00472, 0.19040], [1.47180, -3.26191, 0.65433], [1.14907, -4.54507, -0.13535], [1.79817, -5.78762, 0.35335], [1.02403, -6.51207, 1.35645], [2.93096, -3.10124, 0.55767], [0.91245, -1.95063, -0.88747], [1.06393, -1.09970, 0.71612], [-0.31952, -2.10986, 0.30311], [1.17657, -3.47415, 1.68190], [1.55971, -4.47333, -1.14250], [0.07502, -4.66733, -0.27522], [0.96063, -6.02894, 2.33146], [1.64440, -7.38546, 1.55748], [-0.00114, -6.75283, 1.07506], [3.13995, -2.57593, -0.27928], [3.30922, -4.01371, 0.34687], [0.95845, 2.40753, 1.71442], [0.69223, 1.17248, 2.56239], [1.73883, 0.07560, 2.55643], [1.37782, -1.03933, 3.39091], [2.10278, -2.30663, 3.28197], [0.56024, 1.75149, 3.91464], [1.92151, 2.86054, 1.94980], [0.10232, 3.07229, 1.82954], [0.88493, 2.06940, 0.68081], [-0.22335, 0.70988, 2.19386], [2.74180, 0.36568, 2.86948], [1.86880, -0.22195, 1.51591], [1.86703, -2.84500, 2.36400], [1.86688, -3.00344, 4.08628], [3.18396, -2.16976, 3.26183], [1.44089, 1.83444, 4.40215], [0.43618, 2.74415, 3.77555]], "mulliken_charge": [2.5283, -1.1207, -0.8955, -1.0120, -0.1340, -0.8508, 0.2779, -1.0698, -0.7375, 0.0307, 0.4338, -0.8388, 0.3923, 1.1465, -0.9313, 0.5916, 0.2864, -0.6622, 0.6377, 1.3976, -1.7295, 0.2144, 0.6456, -0.6151, -0.6810, -0.7269, 0.2996, 0.5378, 0.2138, 0.3884, -0.5081, 0.7668, 0.3170, 0.2889, 0.1573, 0.2662, 0.2371, -1.5881, 0.0481, 0.3923, -0.5575, -1.0907, -0.7551, 0.3795, 0.4940, 0.3269, 0.1139, 0.8542, 0.8545, -0.4159, 1.0968, -1.7596, 0.3241, 0.3646, -1.1142, 1.0313, -2.3786, -0.4044, -0.8397, -0.0816, 0.8771, 0.3007, 0.6943, 0.5242, 0.9680, 0.4986, 0.2873, 0.2689, 0.3159, -0.9688, 0.5343, 2.2761, -0.4524, -0.9237, -0.4236, -0.7191, -0.6492, 1.3583, -1.2100, 0.2534, 0.3513, 0.3989, 0.4402, 0.2668, 0.2774, 0.2996, 0.4684, 0.3679, -1.6118, 2.1461, -1.4421, -0.4815, -1.4542, -0.6929, 1.3799, 1.7586, -3.4305, -1.9532, 1.0949, 0.2892, 0.2964, 0.2844, 0.3910, 0.3767, 0.5310]}